Formula: C22H25N3O3
Source: the Open Molecules 2025 dataset
Level of theory: ωB97M-V with the def2-TZVPD basis set

Structure (ORCA input):
```
! wB97M-V def2-TZVPD RIJCOSX def2/J DEFGRID3
* xyz 0 1
C -0.88980 -3.15730 -2.33950
C -1.09813 -1.75726 -1.93860
C -2.48972 -1.52359 -1.35420
C -2.86043 -2.53049 -0.13035
C -1.88701 -2.56349 0.89332
C -2.07177 -1.21854 1.96987
N -1.82162 -0.01913 1.37434
C -0.45587 0.29623 1.09439
O 0.45573 -0.67844 1.41773
C -0.02104 1.52283 0.14443
C 1.36307 1.79317 0.02733
O 1.79903 3.00172 -0.71373
N 2.28609 0.98338 0.44328
C 3.64572 0.94673 0.06507
C 4.48453 1.99699 -0.48161
C 5.77326 2.00908 -0.80240
C 6.32600 0.76476 0.13904
C 5.58924 -0.14063 0.62963
C 6.22527 -1.53534 1.23229
N 4.16344 -0.03350 0.81610
C -0.96014 2.53951 -0.06994
O -0.73871 3.50993 -0.73282
C -2.34314 2.00268 0.06812
C -3.45370 3.20099 -0.30425
C -4.73488 3.05547 0.06198
C -4.99682 1.62123 0.66245
C -4.13782 0.77526 0.96102
C -2.74058 1.00678 0.71049
H -0.86606 -3.80912 -1.64259
H 0.04334 -3.13069 -2.98719
H -1.51816 -3.43533 -3.21880
H -1.16009 -0.96476 -2.88348
H -0.62601 -1.37261 -1.16248
H -2.73687 -0.67552 -1.03450
H -3.25302 -2.02829 -2.05243
H -3.02816 -3.47835 -0.50348
H -3.76335 -2.33954 0.25555
H -2.16272 -3.27885 1.74538
H -0.94477 -2.59648 0.68987
H -2.91343 -1.14414 2.55144
H -1.39951 -1.14447 2.94449
H 1.92947 -0.01555 0.80049
H 3.90124 2.64931 -0.87074
H 6.39960 2.77125 -1.07053
H 7.37960 0.54898 0.02061
H 5.41733 -1.98662 1.55940
H 6.89727 -1.26516 1.79295
H 6.72109 -2.03706 0.40742
H 0.34028 3.79790 -0.82371
H -3.00150 4.01455 -0.86827
H -5.43391 3.58612 0.01482
H -6.09539 1.49791 0.87569
H -4.53643 -0.03251 1.61662
*
```

Output
- M: 379.46 g mol⁻¹
- Relative energy (zero: lowest compared OMol25 entry of this formula, charge and spin): 16.552 eV
- SMILES string: CCCCCCn1c(=O)c(C(=O)Nc2cccc(C)n2)c(O)c2ccccc21
- Total energy: -1242.8246 Ha
- Frontier orbital gap: 8.3889 eV

Mulliken atomic charge list, values in e, 4 entries: atom 1 (C): -1.6474, atom 2 (C): 0.2599, atom 3 (C): -0.8586, atom 4 (C): -1.1501

---

Formula: C22H25N3O3S
Source: the Open Molecules 2025 dataset
Level of theory: ωB97M-V with the def2-TZVPD basis set

Structure (ORCA input):
```
! wB97M-V def2-TZVPD RIJCOSX def2/J DEFGRID3
* xyz 0 1
C -3.69036 6.52614 -1.96916
C -2.21299 6.26889 -1.69785
C -1.96550 5.57920 -0.35571
C -2.41547 4.11251 -0.33544
S -2.34786 3.43624 1.35792
C -1.10474 2.26525 0.92987
N -0.65665 1.49689 1.81644
N 0.31460 0.61597 1.80838
C 0.10499 -0.64102 1.84344
C 1.18924 -1.58724 1.95841
C 0.91411 -2.95238 1.99084
C 1.92914 -3.88746 2.06915
C 3.25596 -3.46940 2.11120
O 4.33344 -4.29668 2.17862
C 4.11805 -5.68528 2.24429
C 3.54014 -2.09993 2.08048
C 2.52554 -1.17676 2.00837
N -0.81365 2.33791 -0.43218
C 0.22775 1.53451 -1.04279
C -0.09594 0.06650 -1.13011
C -1.40366 -0.40098 -1.16314
C -1.66288 -1.75423 -1.21638
C -0.61640 -2.67607 -1.25055
O -0.97760 -3.98871 -1.27544
C 0.03890 -4.96091 -1.29635
C 0.69376 -2.21103 -1.25016
C 0.94073 -0.85241 -1.18412
C -1.49864 3.24864 -1.17824
O -1.35912 3.37713 -2.37332
H -4.23675 5.59433 -2.09099
H -4.13979 7.08722 -1.15206
H -3.80564 7.10119 -2.88443
H -1.68245 7.22328 -1.68766
H -1.79390 5.65972 -2.49925
H -0.90012 5.61708 -0.11432
H -2.50503 6.10889 0.43269
H -3.44325 4.03119 -0.69441
H -0.90038 -1.05840 1.74544
H -0.11275 -3.28744 1.95358
H 1.67682 -4.93655 2.10179
H 5.10774 -6.13406 2.31205
H 3.61431 -6.05854 1.34625
H 3.53535 -5.96082 3.12906
H 4.57436 -1.79562 2.11735
H 2.74263 -0.12056 1.99010
H 1.15701 1.67331 -0.48086
H 0.35748 1.94567 -2.05163
H -2.22915 0.29565 -1.13906
H -2.67542 -2.12554 -1.22829
H 0.64540 -4.88844 -2.20502
H -0.47278 -5.92214 -1.28175
H 0.68840 -4.87854 -0.41890
H 1.52982 -2.89068 -1.28293
H 1.96322 -0.50551 -1.16324
*
```

Output
- M: 411.53 g mol⁻¹
- Relative energy (zero: lowest compared OMol25 entry of this formula, charge and spin): 3.239 eV
- SMILES string: CCC[C@@H]1S/C(=N/N=C/c2ccc(OC)cc2)N(Cc2ccc(OC)cc2)C1=O
- Total energy: -1641.4730 Ha
- Frontier orbital gap: 8.5346 eV

Mulliken atomic charge list, values in e, 4 entries: atom 1 (C): -1.2259, atom 2 (C): -0.2162, atom 3 (C): -0.8660, atom 4 (C): 0.2078

---

Formula: C22H25N3O5S
Source: the Open Molecules 2025 dataset
Level of theory: ωB97M-V with the def2-TZVPD basis set

Structure (ORCA input):
```
! wB97M-V def2-TZVPD RIJCOSX def2/J DEFGRID3
* xyz 0 1
C -0.04385 3.02773 5.70974
O -0.55819 2.94704 4.40051
C -0.08369 1.98478 3.57103
C -0.64172 1.95604 2.29021
C -0.22282 1.02535 1.36422
C 0.75990 0.09961 1.69892
N 1.21399 -0.81963 0.71071
C 0.94072 -2.22529 0.91741
C -0.45640 -2.62334 0.41989
O -1.04332 -3.57790 0.87498
N -0.89199 -1.80683 -0.56685
C -2.10898 -1.80942 -1.25636
C -3.03541 -2.83786 -1.14626
C -4.20947 -2.76973 -1.87286
C -4.49163 -1.70331 -2.71463
C -5.77240 -1.66476 -3.49011
C -3.56049 -0.66518 -2.82342
C -3.82457 0.50779 -3.71713
C -2.38562 -0.73177 -2.09322
S 2.71376 -0.40173 0.07720
O 3.10366 -1.46566 -0.80117
O 3.63469 0.02871 1.08627
C 2.22975 0.99132 -0.89216
C 2.22652 2.37376 -0.54108
C 2.66537 2.97654 0.73675
N 1.76383 3.07439 -1.53984
O 1.45764 2.21591 -2.54778
C 1.73654 0.96294 -2.17192
C 1.51019 -0.15590 -3.11229
C 1.31476 0.12388 2.96883
C 0.89971 1.05655 3.90240
H 1.03050 3.23593 5.70679
H -0.56975 3.85687 6.17990
H -0.23737 2.11027 6.27373
H -1.40317 2.67920 2.04596
H -0.66300 1.01669 0.37894
H 1.67726 -2.78117 0.32933
H 1.03290 -2.52745 1.96607
H -0.26412 -1.03949 -0.77753
H -2.83466 -3.67228 -0.49658
H -4.92602 -3.57311 -1.78226
H -6.35592 -0.78312 -3.22620
H -5.57349 -1.62074 -4.56057
H -6.37097 -2.54852 -3.28609
H -4.74067 1.01653 -3.41955
H -3.00500 1.22082 -3.67655
H -3.94962 0.18150 -4.74908
H -1.67046 0.07807 -2.16922
H 3.40305 2.33085 1.20576
H 1.81323 3.07411 1.40871
H 3.07647 3.96560 0.55550
H 1.99236 -1.04726 -2.72024
H 1.92671 0.09476 -4.08596
H 0.44488 -0.34263 -3.24730
H 2.09160 -0.58033 3.22240
H 1.35341 1.05234 4.88026
*
```

Output
- M: 443.52 g mol⁻¹
- Relative energy (zero: lowest compared OMol25 entry of this formula, charge and spin): 3.773 eV
- SMILES string: COc1ccc(N(CC(=O)Nc2ccc(C)c(C)c2)S(=O)(=O)c2c(C)noc2C)cc1
- Total energy: -1791.9652 Ha
- Frontier orbital gap: 8.9428 eV

Mulliken atomic charge list, values in e, 4 entries: atom 1 (C): -0.8745, atom 2 (O): -0.4547, atom 3 (C): 0.8787, atom 4 (C): -0.9594

---

Formula: C22H25N3SZr
Source: the Open Molecules 2025 dataset
Level of theory: ωB97M-V with the def2-TZVPD basis set

Structure (ORCA input):
```
! wB97M-V def2-TZVPD RIJCOSX def2/J DEFGRID3
* xyz 2 1
Zr 0.41087 -0.72029 -0.35216
C 2.94727 0.34836 1.17431
N 1.68856 -0.39722 1.53348
C 1.99698 -1.73746 2.14160
C 0.90135 0.46226 2.43571
C 1.23730 0.56374 3.78513
C 0.42205 1.33677 4.60183
C -0.64595 2.00022 4.05466
C -0.90267 2.01478 2.69852
C -0.13877 1.21344 1.85893
N -0.33483 1.01075 0.48822
C -1.02892 1.91736 -0.34991
C -2.06272 2.78153 0.00652
C -2.66019 3.56081 -0.95954
C -2.23472 3.55231 -2.26527
C -1.24874 2.67091 -2.67541
C -0.69754 1.83949 -1.70527
N 0.31691 0.83706 -2.10726
C 0.02420 0.18450 -3.43406
C 1.59383 1.63052 -2.24066
H 3.51923 0.59775 2.08060
H 2.71602 1.30637 0.69257
H 3.57679 -0.26473 0.53721
H 2.72620 -1.68586 2.94564
H 2.40277 -2.40346 1.39931
H 1.05943 -2.18220 2.53501
H 2.05859 0.02062 4.17386
H 0.58736 1.40964 5.66304
H -1.30761 2.58115 4.66719
H -1.73729 2.58675 2.36798
H -2.48626 2.82843 0.96878
H -3.49890 4.17066 -0.62586
H -2.75483 4.17925 -2.98530
H -0.94769 2.59440 -3.71487
H 0.05201 0.89266 -4.27379
H -0.95037 -0.31560 -3.41502
H 0.79637 -0.52384 -3.66719
H 1.46591 2.40009 -3.02648
H 2.39712 0.98158 -2.57556
H 1.83475 2.12148 -1.29706
S 1.73074 -2.30719 -1.57480
C 0.16335 -3.11396 -1.28079
C 0.18085 -4.50996 -1.36186
C -0.91504 -5.25674 -0.98595
C -2.03174 -4.64234 -0.44115
C -2.12941 -3.25356 -0.35097
C -1.07023 -2.46666 -0.82252
H 1.09428 -4.96425 -1.68333
H -0.84497 -6.32151 -1.14359
H -2.88380 -5.25160 -0.07924
H -3.03994 -2.74744 -0.06897
H -1.34796 -1.52979 -1.34627
*
```

Output
- M: 454.75 g mol⁻¹
- Total energy: -1462.2995 Ha
- Frontier orbital gap: 6.0684 eV

Mulliken atomic charge list, values in e, 4 entries: atom 1 (Zr): 0.6632, atom 2 (C): -0.9843, atom 3 (N): 0.6662, atom 4 (C): -1.0757

---

Formula: C22H25N4
Source: the Open Molecules 2025 dataset
Level of theory: ωB97M-V with the def2-TZVPD basis set

Structure (ORCA input):
```
! wB97M-V def2-TZVPD RIJCOSX def2/J DEFGRID3
* xyz 1 1
C -6.20726 -0.48553 -0.30422
N -5.12446 -1.08446 -1.06489
C -5.48176 -2.33144 -1.71194
C -3.79341 -0.72490 -0.85368
C -2.91098 -1.55229 -0.11392
C -1.58890 -1.17746 0.08794
C -1.06938 -0.00339 -0.52278
C 0.31626 0.33371 -0.59627
C 1.34210 -0.60032 -0.61235
C 2.77822 -0.31853 -0.64173
C 3.50993 0.85633 -0.64620
C 4.90806 0.77574 -0.76844
C 5.55343 -0.46530 -0.89998
C 4.81805 -1.66260 -0.92980
C 3.43961 -1.56004 -0.78333
N 2.45772 -2.56440 -0.85799
C 2.68984 -3.98023 -1.06614
C 1.21855 -2.00840 -0.74784
C -1.98322 0.86459 -1.17183
C -3.30302 0.51169 -1.35376
H -5.83117 0.36828 0.27204
H -7.00566 -0.15112 -0.98290
H -6.64479 -1.22809 0.38651
H -4.62033 -2.75263 -2.24283
H -5.85427 -3.06401 -0.98009
H -6.28232 -2.13592 -2.43848
H -3.30509 -2.47651 0.32134
H -0.94040 -1.80368 0.70411
H 0.56709 1.35942 -0.85771
H 2.98352 1.80354 -0.55565
H 5.49442 1.69433 -0.77687
H 6.64007 -0.49217 -0.98000
H 5.28984 -2.63657 -1.05011
H 3.76499 -4.16894 -1.09209
H 2.23665 -4.56194 -0.25212
H 2.22704 -4.32039 -2.00436
H 0.30319 -2.59103 -0.83968
H -1.58386 1.79248 -1.58500
H -3.96926 1.15713 -1.92639
C 1.95495 4.75725 3.55141
C 1.45597 3.67093 2.70202
C 1.68528 3.30659 1.38852
N 0.89588 2.22715 1.08055
C 0.20798 1.89626 2.15771
N 0.52681 2.76788 3.16953
H 2.63311 5.39491 2.97230
H 1.12244 5.37760 3.91945
H 2.50745 4.36693 4.42089
H 2.35349 3.75592 0.67390
H -0.51378 1.10098 2.29855
H 0.13139 2.76266 4.10461
*
```

Output
- M: 345.47 g mol⁻¹
- Relative energy (zero: lowest compared OMol25 entry of this formula, charge and spin): 0.099 eV
- Total energy: -1072.1091 Ha
- Frontier orbital gap: 6.3637 eV

Mulliken atomic charge list, values in e, 4 entries: atom 1 (C): -0.9782, atom 2 (N): 0.1835, atom 3 (C): -1.0648, atom 4 (C): 0.0973